Record 1
80
Properties=species:S:1:pos:R:3:forces:R:3:mulliken_charge:R:1 method="wB97M-V/def2-TZVPD" gap_ev=6.232 charge=+1 lumo_ev=-3.73 max_force_ev_per_a=4.30 total_energy_ev=-115869.6458
C -1.629252 -3.632275 4.339654 -0.4 0.5 -0.4 -0.986
C -1.453978 -4.110817 2.835772 0.4 -0.1 1.5 -0.239
S -2.723186 -3.323256 1.760550 -0.1 -2.7 -0.9 -0.175
C -1.967261 -2.867936 0.129704 0.7 0.2 1.3 -0.397
C -1.825105 -1.267784 0.008012 0.9 0.6 -0.9 -0.750
I -2.419913 -0.573301 2.026745 0.7 2.8 -0.3 0.074
C -0.387419 -0.648551 -0.038662 -0.6 -1.4 0.5 -0.716
N -0.207130 0.419706 -0.767153 -1.3 -2.8 1.3 0.761
C 1.051449 1.171563 -0.896728 0.7 0.3 -0.1 -0.947
I 2.246370 1.032647 0.947556 -0.5 0.1 -0.5 0.196
C 1.996996 0.735875 -2.090410 0.6 1.2 -0.5 -0.409
C 2.045528 1.786597 -3.280844 -0.1 -1.0 0.3 -1.018
I 1.639375 -1.240278 -2.892115 0.3 0.4 0.4 0.083
C -1.548894 0.741864 -1.375302 -0.9 4.1 -0.9 -0.457
C -2.020725 2.046424 -0.579133 -0.7 -0.3 0.9 -1.291
C -1.372468 1.339634 -2.834224 0.5 0.2 -0.5 -1.297
O -0.859746 2.686559 -2.776813 -0.7 -0.6 0.0 -0.196
C -1.393916 3.473425 -3.842283 0.4 0.9 -0.3 -0.791
C -2.469103 -0.525508 -1.231740 0.4 -1.5 1.1 1.814
B -2.344720 -1.353919 -2.637588 -0.4 -1.1 -1.4 1.017
O -1.478264 -2.446935 -2.811444 -0.6 1.6 0.8 -0.841
O -3.179266 -0.999230 -3.744654 1.9 0.2 1.6 -0.613
P -4.368032 -0.173959 -1.227270 -1.3 2.4 -2.2 0.047
O -5.202563 -1.646901 -1.140365 1.9 1.0 1.0 -0.500
O -4.769232 0.865452 0.055625 0.2 -2.6 -0.2 -0.421
H -1.627968 -2.516539 4.411836 0.1 -0.8 -0.1 0.219
H -2.593555 -3.977528 4.776545 0.7 0.1 -0.3 0.290
H -0.811834 -4.014479 4.994027 -0.6 0.1 -0.6 0.329
H -0.418608 -3.833086 2.534353 -0.8 -0.4 -0.2 0.282
H -1.621794 -5.215341 2.858936 0.4 0.9 -0.5 0.319
H -2.633861 -3.331240 -0.625405 0.8 0.5 0.2 0.388
H -0.942532 -3.315500 0.142029 -0.9 0.2 -0.5 0.427
H 0.351997 -1.199578 0.579753 0.0 1.1 -0.6 0.563
H 0.831884 2.262264 -0.996259 -0.1 -1.1 0.0 0.590
H 3.036567 0.721818 -1.679986 -1.0 -0.3 -0.3 0.799
H 2.993436 1.618463 -3.841586 -0.7 0.3 0.5 0.506
H 2.003813 2.812128 -2.844743 0.1 -0.7 -0.5 0.158
H 1.226783 1.629993 -4.021637 0.6 0.4 0.7 0.148
H -1.150414 2.694001 -0.309384 -0.8 -0.5 -0.6 0.157
H -2.521587 1.791762 0.384049 0.5 0.0 -0.8 0.330
H -2.775534 2.622910 -1.170884 0.8 -0.5 0.4 0.448
H -0.612869 0.766627 -3.437150 -1.0 0.0 0.4 0.075
H -2.356044 1.417487 -3.368036 0.7 -0.7 0.7 0.856
H -1.093239 4.533585 -3.656157 -0.1 -0.9 -0.1 0.282
H -2.514670 3.474139 -3.877907 0.9 -0.3 0.0 0.334
H -0.928665 3.156621 -4.809301 -0.6 0.2 0.5 0.294
H -1.334780 -2.658636 -3.740964 -0.2 -0.3 0.0 0.289
H -2.588157 -1.033103 -4.512153 -0.6 -0.2 -0.3 0.294
H -4.615774 -2.400599 -0.972135 -0.4 -0.1 0.3 0.361
H -5.356044 0.345052 0.635748 0.2 0.5 0.3 0.291
C 7.234814 0.534449 1.733278 0.1 -0.1 0.0 -0.972
S 5.935670 1.784259 1.747335 0.2 0.1 0.0 0.613
O 6.118284 2.633007 0.534580 -0.1 -0.2 0.2 -0.620
C 6.575971 2.709077 3.156696 0.0 0.0 0.0 -0.997
H 7.053338 -0.137593 0.895151 -0.1 0.1 0.0 0.297
H 8.207931 1.011197 1.611343 -0.1 0.1 0.0 0.330
H 7.205993 -0.033153 2.664192 0.0 0.0 0.0 0.352
H 7.590147 3.049773 2.946375 0.0 0.0 -0.1 0.334
H 6.567787 2.072791 4.042598 0.0 0.0 0.0 0.354
H 5.929465 3.569703 3.322250 0.0 -0.1 -0.1 0.299
C -5.141061 -4.606959 7.483697 0.0 0.0 -0.1 -0.930
S -3.586277 -5.174763 8.199414 0.1 0.0 0.0 0.457
O -2.544648 -5.081494 7.133096 -0.3 0.0 0.1 -0.556
C -4.061414 -6.908910 8.335907 0.0 -0.1 -0.1 -0.937
H -5.052621 -3.540707 7.277606 0.1 0.0 0.1 0.295
H -5.340336 -5.141016 6.553398 0.1 0.0 0.0 0.289
H -5.951748 -4.771053 8.194282 0.1 0.0 0.0 0.399
H -4.327855 -7.299533 7.353065 0.0 0.1 0.0 0.300
H -4.905736 -7.001000 9.020039 0.0 0.0 0.0 0.373
H -3.212400 -7.464698 8.730902 0.0 0.1 0.0 0.313
C 4.473908 5.091017 -4.436476 0.1 -0.1 0.0 -0.944
S 2.909197 4.854099 -5.300632 0.1 0.0 -0.1 0.557
O 2.782111 3.396676 -5.603930 0.1 0.3 0.0 -0.587
C 3.404112 5.679596 -6.825151 0.0 0.0 0.0 -1.023
H 4.402008 4.611909 -3.460249 -0.1 0.0 -0.1 0.277
H 5.285710 4.635231 -5.004630 -0.1 0.0 0.0 0.322
H 4.658989 6.157231 -4.302204 -0.1 0.0 0.0 0.395
H 4.282003 5.187556 -7.245025 0.0 -0.1 0.1 0.317
H 3.622774 6.727338 -6.615824 0.0 0.0 0.0 0.386
H 2.577787 5.615654 -7.531560 0.0 0.0 0.1 0.332

***

Record 2
5
Properties=species:S:1:pos:R:3:forces:R:3:nbo_charge:R:1 method="wB97M-V/def2-TZVPD" gap_ev="8.858 / 7.981" lumo_ev="-1.00 / -1.63" max_force_ev_per_a=3.07 total_energy_ev=-15070.6178 de_lowest_kj_mol=181.0
N -0.554313 0.711529 -0.237318 2.8 -0.2 -0.9 -0.079
F -1.567894 0.566208 0.574228 -2.5 -1.0 1.5 -0.212
S 0.932261 -1.107983 0.288810 -0.7 1.0 -0.3 -0.146
H -0.093597 1.473296 0.294154 0.8 -0.4 -0.6 0.309
H 1.283543 -1.643051 -0.919873 -0.4 0.6 0.3 0.127